{"formula": "C3H5NP2", "method": "ωB97M-V/def2-TZVPD", "symbols": ["C", "C", "C", "N", "P", "P", "H", "H", "H", "H", "H"], "coordinates": [[1.14, -1.16, -0.09], [0.72, 0.19, -0.11], [-1.17, 0.55, -0.34], [2.40, -1.42, 0.00], [1.86, 1.44, 0.01], [3.40, -0.09, -0.16], [0.43, -1.98, -0.13], [-1.44, 0.03, -1.24], [-1.23, 1.62, -0.41], [-1.63, 0.14, 0.55], [3.92, -0.09, 1.13]], "orbital_gap_ev": 8.567, "relative_energy_kj_mol": 48.0, "charge": 0}

***

{"formula": "C3H5NS", "method": "ωB97M-V/def2-TZVPD", "symbols": ["C", "C", "C", "H", "H", "H", "H", "H", "N", "S"], "coordinates": [[0.13, 0.30, 0.11], [-0.94, -0.78, 0.06], [-2.29, -0.47, -0.09], [0.54, 2.60, -0.18], [-1.37, 2.09, 0.93], [-0.33, -1.77, -0.30], [-3.18, -1.15, -0.06], [-2.70, 0.49, 0.14], [0.06, 1.70, -0.18], [1.57, -0.53, 0.02]], "orbital_gap_ev": 6.866, "relative_energy_kj_mol": 594.7, "charge": 0}

***

{"formula": "C3H5NS", "method": "ωB97M-V/def2-TZVPD", "symbols": ["C", "C", "C", "N", "S", "H", "H", "H", "H", "H"], "coordinates": [[1.51, 0.63, 0.00], [-0.67, 0.69, -0.42], [1.85, -0.57, 0.44], [-2.85, -0.09, -0.28], [-1.49, -0.34, 0.48], [2.28, 1.36, -0.36], [-1.21, 1.21, -1.18], [2.85, -0.70, 0.72], [1.19, -1.29, 0.80], [-3.44, -0.90, -0.20]], "orbital_gap_ev": [8.121, 8.124], "relative_energy_kj_mol": 581.6, "charge": 0}

***

{"formula": "C3H5NS", "method": "ωB97M-V/def2-TZVPD", "symbols": ["S", "C", "C", "C", "N", "H", "H", "H", "H", "H"], "coordinates": [[-2.78, 0.06, 0.04], [-1.14, 0.09, -0.04], [-0.01, 1.10, -0.04], [1.01, -0.40, 0.09], [-0.32, -0.97, 0.00], [0.40, 1.44, -0.87], [0.16, 1.76, 0.92], [1.55, -0.66, -0.81], [1.58, -0.46, 1.01], [-0.45, -1.96, -0.31]], "orbital_gap_ev": 9.128, "relative_energy_kj_mol": 161.3, "smiles": "S=C1CCN1", "charge": 0}

***

{"formula": "C3H5NS", "method": "ωB97M-V/def2-TZVPD", "symbols": ["N", "C", "C", "C", "S", "H", "H", "H", "H", "H"], "coordinates": [[1.73, 1.65, 1.55], [0.90, 0.67, 1.10], [0.26, 0.54, -0.08], [-0.51, -0.61, -0.07], [-1.29, -1.22, -1.38], [2.14, 1.64, 2.50], [1.88, 2.61, 1.13], [0.88, -0.08, 1.79], [0.14, 1.28, -0.79], [-0.38, -1.13, 0.87]], "orbital_gap_ev": 8.199, "relative_energy_kj_mol": 83.1, "smiles": "N/C=C/C=S", "charge": 0}

***

{"formula": "C3H5NS", "method": "ωB97M-V/def2-TZVPD", "symbols": ["S", "C", "N", "C", "C", "H", "H", "H", "H", "H"], "coordinates": [[-1.99, 1.25, 1.03], [-1.67, 0.14, -0.15], [-0.36, -0.56, 0.00], [0.95, -0.34, -0.67], [0.77, 0.06, 0.68], [-2.28, -0.44, -0.86], [1.07, 0.49, -1.45], [1.53, -1.25, -0.84], [1.19, -0.51, 1.51], [0.80, 1.17, 0.74]], "orbital_gap_ev": 8.603, "relative_energy_kj_mol": 197.4, "smiles": "S=CN1CC1", "charge": 0}

***

{"formula": "C3H5NS", "method": "ωB97M-V/def2-TZVPD", "symbols": ["C", "N", "C", "C", "S", "H", "H", "H", "H", "H"], "coordinates": [[-1.33, 0.44, 0.87], [-0.21, -0.26, 0.46], [0.47, 0.11, -0.53], [1.56, -0.85, -0.84], [2.81, -0.76, -1.85], [-2.18, -0.18, 1.23], [-1.87, 1.34, 0.28], [-1.15, 1.05, 1.77], [0.40, 0.92, -1.18], [1.49, -1.81, -0.22]], "orbital_gap_ev": 8.061, "relative_energy_kj_mol": 153.9, "smiles": "C/N=C/C=S", "charge": 0}

***

{"formula": "C3H5NS", "method": "ωB97M-V/def2-TZVPD", "symbols": ["C", "C", "C", "N", "S", "H", "H", "H", "H", "H"], "coordinates": [[-2.25, -0.01, -0.47], [-1.12, 0.02, 0.14], [0.12, 0.44, 0.36], [1.20, -0.40, 0.17], [2.80, 0.02, -0.18], [-3.15, -0.56, -0.23], [-2.24, 0.65, -1.39], [0.28, 1.48, 0.83], [0.90, -1.28, -0.30], [3.46, -0.37, 1.07]], "orbital_gap_ev": 8.975, "relative_energy_kj_mol": 246.1, "smiles": "C=C=CNS", "charge": 0}

***

{"formula": "C3H5NS2", "method": "ωB97M-V/def2-TZVPD", "symbols": ["C", "C", "C", "H", "H", "H", "H", "H", "N", "S", "S"], "coordinates": [[-0.02, 0.23, 0.37], [1.19, -0.68, -0.03], [-1.06, -0.85, 0.10], [-0.19, 1.43, -1.25], [-0.82, 2.04, 0.06], [-0.12, 0.37, 1.43], [1.64, -0.43, -0.94], [2.03, -0.76, 0.77], [-0.06, 1.53, -0.28], [0.10, -2.12, -0.16], [-2.67, -0.77, -0.06]], "orbital_gap_ev": 8.570, "relative_energy_kj_mol": 95.7, "charge": 0}

***

{"formula": "C3H5NS2", "method": "ωB97M-V/def2-TZVPD", "symbols": ["C", "C", "N", "S", "C", "S", "H", "H", "H", "H", "H"], "coordinates": [[0.39, -0.56, 0.75], [0.16, 0.58, -0.26], [-1.21, 0.65, -0.76], [-2.52, 0.42, 0.43], [-1.78, -0.70, -0.68], [-0.45, -1.88, -0.06], [1.48, -0.70, 0.90], [-0.29, -0.23, 1.61], [0.40, 1.49, 0.25], [0.81, 0.40, -1.05], [-2.53, -1.10, -1.27]], "orbital_gap_ev": 9.400, "relative_energy_kj_mol": 204.1, "smiles": "C1CN2S[C@@H]2S1", "charge": 0}

***

{"formula": "C3H5NS2", "method": "ωB97M-V/def2-TZVPD", "symbols": ["S", "C", "C", "N", "C", "S", "H", "H", "H", "H", "H"], "coordinates": [[-2.71, -0.27, -0.11], [-1.10, -0.35, -0.15], [-0.45, 0.80, 0.54], [0.86, 1.23, -0.10], [1.95, 0.61, -0.34], [2.03, -0.94, 0.11], [-0.42, -0.95, -0.67], [-1.04, 1.60, 0.81], [-0.01, 0.30, 1.39], [1.05, 2.28, -0.49], [2.84, 1.11, -0.77]], "orbital_gap_ev": 7.963, "relative_energy_kj_mol": 237.3, "smiles": "S=CCNC=S", "charge": 0}

***

{"formula": "C3H5NS3", "method": "ωB97M-V/def2-TZVPD", "symbols": ["S", "C", "C", "N", "S", "C", "S", "H", "H", "H", "H", "H"], "coordinates": [[-0.17, 2.78, 0.74], [-0.10, 1.15, 0.57], [0.00, 0.53, -0.89], [0.40, -0.76, -0.96], [1.04, -0.99, -2.66], [-0.02, 0.21, 1.73], [-1.36, -1.17, 1.43], [0.06, 1.26, -1.72], [0.37, -2.43, -2.46], [-0.33, 0.79, 2.65], [1.04, -0.33, 1.69], [-0.92, -1.04, -0.11]], "orbital_gap_ev": 7.209, "relative_energy_kj_mol": 379.5, "smiles": "S=C(/C=N/S)CS", "charge": 0}

***

{"formula": "C3H5NS3", "method": "ωB97M-V/def2-TZVPD", "symbols": ["S", "C", "C", "N", "S", "C", "S", "H", "H", "H", "H", "H"], "coordinates": [[3.04, -0.69, -0.24], [1.44, -0.85, -0.17], [0.48, -0.23, 0.83], [-0.57, 0.52, 0.11], [-0.35, 2.20, -0.10], [-1.70, -0.07, -0.35], [-2.18, -1.62, -0.13], [0.81, -1.53, -0.85], [1.03, 0.46, 1.50], [-0.01, -1.01, 1.39], [0.39, 2.16, -1.19], [-2.35, 0.67, -0.80]], "orbital_gap_ev": 8.244, "relative_energy_kj_mol": 114.3, "smiles": "S=CCN(S)C=S", "charge": 0}

***

{"formula": "C3H5O2Rh", "method": "ωB97M-V/def2-TZVPD", "symbols": ["H", "O", "C", "O", "C", "H", "H", "C", "H", "H", "Rh"], "coordinates": [[1.91, 0.09, 0.03], [-1.22, 0.10, 0.03], [-0.29, -0.59, -0.53], [0.37, 0.11, -1.43], [1.61, 0.73, -1.08], [2.26, 0.69, -1.95], [1.43, 1.78, -0.83], [-1.67, -0.53, 1.31], [-1.78, 0.32, 2.00], [-2.68, -0.90, 1.10], [0.06, -1.82, 1.34]], "orbital_gap_ev": [6.144, 7.149], "multiplicity": 6, "charge": 1}

***

{"formula": "C3H5O3", "method": "ωB97M-V/def2-TZVPD", "symbols": ["C", "C", "O", "H", "H", "H", "H", "O", "C", "O", "H"], "coordinates": [[-2.12, 0.77, -0.81], [-1.29, 0.01, -0.01], [-0.54, 0.34, 1.05], [-2.33, 0.43, -1.82], [-2.72, 1.67, -0.42], [-1.03, -0.95, -0.31], [0.52, 0.45, 0.85], [1.78, 0.48, 0.39], [2.41, -0.67, 0.46], [1.88, -1.78, 0.58], [3.44, -0.76, 0.04]], "orbital_gap_ev": 8.659, "relative_energy_kj_mol": 118.8, "charge": -1}

***

{"formula": "C3H5O3", "method": "ωB97M-V/def2-TZVPD", "symbols": ["C", "C", "O", "H", "H", "H", "H", "O", "C", "O", "H"], "coordinates": [[-2.32, 0.87, -1.09], [-1.61, 0.06, -0.30], [-1.04, 0.43, 0.85], [-2.40, 0.62, -2.14], [-2.86, 1.73, -0.72], [-1.42, -0.95, -0.65], [-0.06, 0.37, 0.78], [1.63, 0.66, 0.04], [2.01, -0.52, 0.19], [1.33, -1.55, 0.34], [3.12, -0.71, 0.18]], "orbital_gap_ev": 8.875, "relative_energy_kj_mol": 77.5, "charge": -1}

***

{"formula": "C3H5O3", "method": "ωB97M-V/def2-TZVPD", "symbols": ["O", "C", "O", "C", "C", "O", "H", "H", "H", "H", "H"], "coordinates": [[2.02, -0.24, 1.24], [1.79, 0.12, 0.04], [2.40, 0.29, -1.06], [0.25, 0.51, -0.08], [-0.77, -0.60, 0.11], [-2.26, -0.24, 0.17], [0.34, 1.35, 0.64], [-0.01, 1.07, -1.00], [-0.68, -1.22, 1.09], [-0.71, -1.41, -0.58], [-2.36, 0.36, -0.57]], "orbital_gap_ev": 7.811, "relative_energy_kj_mol": 79.2, "smiles": "O=C([O-])CCO", "charge": -1}

***

{"formula": "C3H5O3", "method": "ωB97M-V/def2-TZVPD", "symbols": ["C", "C", "C", "O", "O", "O", "H", "H", "H", "H", "H"], "coordinates": [[0.40, 2.46, -0.29], [0.72, -1.92, 0.96], [-0.43, -1.34, 0.55], [1.70, -2.40, 0.94], [-0.90, -2.19, -0.52], [0.55, 1.25, -0.21], [-0.46, 2.95, -0.82], [1.16, 3.16, 0.10], [-0.16, -0.24, 0.03], [-1.16, -1.13, 1.32], [-1.18, -3.07, -0.20]], "orbital_gap_ev": 9.427, "relative_energy_kj_mol": 150.3, "charge": 1}

***

{"formula": "C3H5O3PS", "method": "ωB97M-V/def2-TZVPD", "symbols": ["O", "P", "O", "S", "H", "C", "C", "C", "O", "H", "H", "H", "H"], "coordinates": [[-1.63, 1.00, 1.09], [-2.39, 0.15, 0.17], [-3.18, 1.07, -0.91], [-2.75, -1.79, 0.07], [-3.70, 0.62, -1.62], [2.50, -0.58, 0.64], [1.48, 0.38, 0.04], [0.44, 0.21, -0.66], [-0.55, 0.14, -1.34], [2.28, -0.74, 1.68], [2.18, -1.55, 0.29], [3.46, -0.35, 0.25], [1.86, 1.44, 0.31]], "orbital_gap_ev": 9.586, "relative_energy_kj_mol": 118.6, "smiles": "O=P(O)=S.CC=C=O", "charge": 0}

***

{"formula": "C3H5O3Ru", "method": "ωB97M-V/def2-TZVPD", "symbols": ["H", "O", "C", "H", "O", "Ru", "O", "C", "C", "H", "H", "H"], "coordinates": [[3.85, 0.41, 0.63], [2.51, -1.06, 0.39], [3.64, -0.60, 0.26], [4.43, -1.22, -0.19], [0.01, 0.43, 1.91], [0.63, -0.58, 0.44], [-1.01, -0.64, 1.62], [-1.23, -1.41, 2.73], [-0.74, -2.64, 2.84], [-1.87, -0.93, 3.47], [-0.98, -3.23, 3.72], [0.04, -3.02, 2.18]], "orbital_gap_ev": [9.153, 6.308], "relative_energy_kj_mol": 372.2, "multiplicity": 6, "charge": 2}

***

Values of largest force on an atom, in order: 0.0925, 0.1366, 0.1225, 0.1354, 0.0689, 0.0785, 0.1018, 0.0463, 0.0603, 0.0644, 0.1603, 0.1084, 0.0326, 0.0997, 0.0587, 0.0252, 0.0697, 0.1056, 0.0957, 0.0432, all in Eh/bohr.